Entry 1:
Below is C4H7NO2 in the gas phase, with properties calculated with ωB97M-V/def2-TZVPD.

Properties
- Molar mass: 101.10 g mol⁻¹
- HOMO energy: -8.52 eV
- ΔE to the lowest compared entry with this formula, charge and spin: 47.0 kcal per mole
- Kohn-Sham gap: 9.4 eV
- SMILES: C=C(N)OCC=O
- E_tot: -361.80589 hartree

```
14
C4H7NO2 | the OMol25 dataset | ωB97M-V/def2-TZVPD
C 0.12 1.09 0.84
C 0.17 -0.25 0.94
N 0.71 -0.89 2.04
O -0.36 -1.11 0.02
C -0.96 -0.45 -1.10
C 0.09 0.28 -1.89
O -0.20 1.12 -2.70
H 0.68 1.70 1.53
H -0.57 1.62 0.20
H 1.17 -1.77 1.86
H 1.22 -0.27 2.66
H -1.80 0.23 -0.86
H -1.38 -1.19 -1.80
H 1.12 -0.11 -1.74
```

Entry 2:
Below is a 5-piece molecular cluster, C43H90N6O9P overall at a distorted geometry, with properties calculated with ωB97M-V/def2-TZVPD.

Properties
- Molar mass: 866.20 g mol⁻¹
- HOMO energy: -10.59 eV
- Charge: +1
- Kohn-Sham gap: 6.6 eV
- E_tot: -3038.34967 hartree

```
149
C43H90N6O9P | the OMol25 dataset | ωB97M-V/def2-TZVPD
C -2.01 5.90 -1.27
C -3.05 6.08 -2.33
C -4.45 5.18 -2.19
O -5.60 5.86 -2.27
O -4.31 3.72 -2.05
C -5.34 3.14 -1.17
C -5.51 1.49 -1.37
C -4.79 0.91 -2.73
C -3.30 0.24 -2.47
C -2.28 1.17 -1.59
C -1.30 2.16 -2.48
C 0.08 1.34 -2.95
C 1.12 0.99 -1.71
C 0.88 1.42 -0.14
C 0.64 0.16 0.88
C 1.09 0.70 2.40
C -0.19 1.07 3.36
C -1.18 2.23 2.69
O -2.13 2.64 3.76
C -3.41 3.05 3.13
C -3.18 4.44 2.24
C 2.48 0.18 -2.12
C 3.54 -0.16 -0.89
C 2.77 -0.24 -3.72
P 4.38 -1.19 -4.02
C 4.28 -2.78 -2.91
O 4.55 -1.82 -5.63
C 1.64 0.22 -4.81
C 1.94 -0.15 -6.41
N 0.34 0.96 -4.42
N -0.64 1.36 -5.30
C -1.39 0.25 -5.98
C -0.31 2.54 -6.15
C -1.54 3.63 -6.41
O 0.87 2.86 -6.69
H -0.97 5.47 -1.61
H -2.32 6.16 -0.16
H -2.95 6.78 -3.27
H -4.94 3.27 -0.06
H -6.42 3.58 -1.32
H -5.00 0.90 -0.46
H -6.65 1.17 -1.44
H -5.48 0.02 -3.11
H -4.74 1.68 -3.62
H -3.37 -0.86 -2.02
H -2.80 0.11 -3.55
H -1.58 0.42 -0.98
H -2.80 1.84 -0.78
H -0.91 3.03 -1.76
H -1.84 2.70 -3.37
H 1.87 2.01 0.19
H -0.01 2.17 0.02
H 1.18 -0.83 0.57
H -0.53 -0.01 0.93
H 1.76 1.68 2.35
H 1.79 -0.14 2.86
H 0.25 1.57 4.35
H -0.76 0.11 3.70
H -0.56 3.18 2.43
H -1.71 1.76 1.76
H -3.78 2.15 2.46
H -4.20 3.26 3.98
H -4.12 5.13 2.46
H -3.08 4.23 1.09
H -2.19 4.98 2.60
H 3.21 -1.22 -0.46
H 4.64 -0.29 -1.28
H 3.57 0.67 -0.05
H 4.71 -3.72 -3.48
H 4.95 -2.62 -1.95
H 3.17 -2.96 -2.52
H 4.09 -2.72 -5.61
H 3.05 0.10 -6.70
H 1.80 -1.33 -6.48
H 1.15 0.30 -7.14
H -1.20 0.35 -7.14
H -2.54 0.19 -5.76
H -0.94 -0.81 -5.68
H -1.85 3.99 -5.32
H -1.21 4.53 -7.10
H -2.46 3.02 -6.82
C 6.32 -4.10 1.02
C 7.22 -4.58 -0.12
C 8.56 -5.18 0.37
O 9.53 -4.21 0.75
C 9.39 -3.74 2.09
N 7.44 -3.47 -1.06
H 6.68 -3.17 1.47
H 5.31 -3.90 0.65
H 6.25 -4.85 1.80
H 6.67 -5.37 -0.65
H 9.00 -5.73 -0.48
H 8.40 -5.92 1.16
H 9.05 -4.53 2.77
H 8.71 -2.89 2.12
H 10.37 -3.40 2.43
H 7.96 -3.82 -1.86
H 8.08 -2.82 -0.61
C -8.95 6.10 5.70
C -8.40 5.22 4.59
C -6.91 4.84 4.79
O -5.99 5.88 4.46
C -5.77 6.82 5.50
N -8.62 5.89 3.30
H -8.59 7.13 5.65
H -10.05 6.14 5.64
H -8.69 5.69 6.69
H -8.98 4.29 4.59
H -6.68 4.02 4.10
H -6.72 4.46 5.80
H -5.79 6.35 6.49
H -6.51 7.62 5.44
H -4.79 7.27 5.35
H -8.32 5.26 2.55
H -7.95 6.66 3.24
C 5.05 -4.24 7.43
C 6.06 -4.12 6.30
C 5.46 -3.57 4.99
O 4.70 -4.52 4.24
C 3.35 -4.65 4.67
N 6.69 -5.44 6.09
H 4.35 -5.07 7.29
H 5.56 -4.41 8.39
H 4.47 -3.31 7.53
H 6.84 -3.42 6.63
H 6.30 -3.28 4.33
H 4.88 -2.65 5.16
H 2.93 -3.70 5.00
H 3.28 -5.40 5.46
H 2.76 -5.01 3.82
H 7.43 -5.34 5.39
H 6.00 -6.03 5.63
C -1.16 -5.88 -4.00
C -2.24 -5.47 -3.01
C -2.48 -3.94 -2.96
O -1.49 -3.22 -2.22
C -0.32 -2.90 -2.96
N -1.91 -6.01 -1.68
H -0.16 -5.65 -3.65
H -1.20 -6.97 -4.17
H -1.31 -5.39 -4.97
H -3.18 -5.93 -3.33
H -3.42 -3.76 -2.42
H -2.61 -3.52 -3.96
H -0.55 -2.67 -4.01
H 0.40 -3.71 -2.90
H 0.14 -2.01 -2.51
H -2.67 -5.80 -1.04
H -1.13 -5.45 -1.32
```

Entry 3:
Below is C4H12N2S in the gas phase at a distorted geometry, with properties calculated with ωB97M-V/def2-TZVPD.

Properties
- Molar mass: 120.22 g mol⁻¹
- HOMO energy: -8.95 eV
- ΔE to the lowest compared entry with this formula, charge and spin: 101.7 kcal per mole
- Kohn-Sham gap: 9.5 eV
- SMILES: CC(C)(C)[SH](=N)=N
- E_tot: -667.13276 hartree

```
19
C4H12N2S | the OMol25 dataset | ωB97M-V/def2-TZVPD
C 0.76 1.48 -0.41
C 0.44 0.04 0.00
C 0.81 -0.56 1.32
C 0.94 -0.95 -1.11
S -1.48 0.07 -0.08
N -1.87 -1.36 -0.13
N -2.33 1.47 0.42
H 1.78 1.53 -0.92
H -0.05 1.78 -1.15
H 0.79 2.23 0.48
H 1.92 -0.36 1.51
H 0.71 -1.65 1.19
H 0.30 -0.17 2.17
H 2.06 -0.89 -1.16
H 0.67 -1.97 -0.89
H 0.46 -0.64 -2.00
H -1.49 0.33 -1.43
H -2.03 -1.84 0.82
H -2.40 1.46 1.39
```

Copy entry 1 word for word.
Below is C4H7NO2 in the gas phase, with properties calculated with ωB97M-V/def2-TZVPD.

Properties
- Molar mass: 101.10 g mol⁻¹
- HOMO energy: -8.52 eV
- ΔE to the lowest compared entry with this formula, charge and spin: 47.0 kcal per mole
- Kohn-Sham gap: 9.4 eV
- SMILES: C=C(N)OCC=O
- E_tot: -361.80589 hartree

```
14
C4H7NO2 | the OMol25 dataset | ωB97M-V/def2-TZVPD
C 0.12 1.09 0.84
C 0.17 -0.25 0.94
N 0.71 -0.89 2.04
O -0.36 -1.11 0.02
C -0.96 -0.45 -1.10
C 0.09 0.28 -1.89
O -0.20 1.12 -2.70
H 0.68 1.70 1.53
H -0.57 1.62 0.20
H 1.17 -1.77 1.86
H 1.22 -0.27 2.66
H -1.80 0.23 -0.86
H -1.38 -1.19 -1.80
H 1.12 -0.11 -1.74
```

Question: Among the records above, which one has the lowest HOMO energy?
Answer: C43H90N6O9P